[1]
Density functional theory data (the ωB97M-V functional and the def2-TZVPD basis) for a cluster of 2 separate species, C2H8N2 in total.

Values from the calculation:
- Net charge: 0
- HOMO: -0.3422 Ha
- Molar mass: 60.1 g mol⁻¹
- E_LUMO: 1.03 eV

XYZ file:
```
12
Properties=species:S:1:pos:R:3:mulliken_charge:R:1
C 0.308 0.646 2.265 -0.25
N -0.448 -0.081 1.561 -0.37
C 0.137 -1.281 0.837 -0.60
H 1.385 0.498 2.511 0.25
H -0.058 1.719 2.172 0.22
H 0.203 -0.913 -0.129 0.24
H -0.497 -2.095 0.757 0.25
H 1.162 -1.543 1.302 0.25
N -0.087 0.587 -3.543 -0.70
H 0.285 1.515 -3.803 0.23
H -0.431 0.074 -4.432 0.24
H -0.964 1.011 -3.116 0.23
```

[2]
Density functional theory data (the ωB97M-V functional and the def2-TZVPD basis) for a cluster of 2 separate species, C2H8N2O in total.

Values from the calculation:
- Net charge: 0
- HOMO: -0.3450 Ha
- Molar mass: 76.1 g mol⁻¹
- E_LUMO: 0.95 eV

XYZ file:
```
13
Properties=species:S:1:pos:R:3:mulliken_charge:R:1
C -0.308 0.377 1.402 -0.78
N 0.516 0.342 0.240 -0.47
C 0.849 -0.717 -0.377 0.15
N 0.449 -2.013 -0.061 -0.41
H 0.148 0.943 2.219 0.27
H -0.479 -0.611 1.864 0.26
H -1.284 0.813 1.176 0.23
H 1.151 -0.512 -1.401 0.34
H -0.237 -2.028 0.662 0.19
H 1.104 -2.753 -0.127 0.21
O -0.852 1.765 -2.047 -0.65
H -0.282 1.699 -1.260 0.35
H -0.775 2.696 -2.289 0.32
```

[3]
Density functional theory data (the ωB97M-V functional and the def2-TZVPD basis) for a structure of composition C2H8N2O2.

Values from the calculation:
- Net charge: 0
- HOMO (spin up / spin down): -0.2907 / -0.3422 Ha
- Molar mass: 92.1 g mol⁻¹
- E_LUMO (spin up / spin down): -1.70 / -0.31 eV

XYZ file:
```
14
Properties=species:S:1:pos:R:3:mulliken_charge:R:1
C 0.294 -1.556 -0.897 -0.19
C -1.274 -0.278 0.606 -0.73
N -0.586 -0.448 -0.625 -0.39
O 1.230 -0.927 -0.127 -0.50
H 0.495 -1.617 -1.974 0.24
H -0.083 -2.511 -0.501 0.27
H -1.669 -1.224 0.981 0.33
H -2.055 0.473 0.456 0.31
H -0.582 0.196 1.338 0.30
N 1.011 1.656 0.576 -0.24
O 0.479 1.818 -0.652 -0.39
H -0.075 0.784 -0.897 0.51
H 1.895 1.156 0.555 0.24
H 0.917 2.478 1.161 0.23
```

[4]
Density functional theory data (the ωB97M-V functional and the def2-TZVPD basis) for a cluster of 2 separate species, C2H8N2O2 in total.

Values from the calculation:
- Net charge: 0
- HOMO: -0.3572 Ha
- Molar mass: 92.1 g mol⁻¹
- E_LUMO: 0.42 eV

XYZ file:
```
14
Properties=species:S:1:pos:R:3:mulliken_charge:R:1
C -2.957 -0.225 -1.046 -0.85
N -1.741 0.249 -0.423 -0.20
C -0.891 -0.621 0.211 0.57
N 0.211 -0.031 0.793 -0.47
O -1.009 -1.824 0.053 -0.61
H -3.891 -0.071 -0.500 0.28
H -2.912 -1.302 -1.278 0.31
H -3.082 0.209 -2.032 0.30
H -1.717 1.242 -0.251 0.21
H 0.534 0.840 0.408 0.22
H 0.984 -0.636 1.011 0.25
O 5.669 1.039 1.197 -0.63
H 5.133 1.018 0.402 0.31
H 5.669 0.112 1.456 0.32
```

Here are the calculated ΔE to the lowest compared entry with this formula, charge and spin numbers, same order: 172.1 150.0 713.8 43.7 (kJ/mol).